Formula: C35H54BClN5O3
Source: OMol25
Level of theory: ωB97M-V/def2-TZVPD

For the highest occupied orbital energy, the calculation gives -10.84 eV. The frontier orbital gap is 6.64 eV. As for the max |F|: 3.0 eV Å⁻¹. The calculation puts the lowest unoccupied orbital energy at -4.2 eV. Its spin multiplicity is 1. The net charge is +1.

CARTESIAN COORDINATES (ANGSTROEM)
1 C -5.719 -3.339 -2.834
2 H 4.914 -1.096 -0.567
3 H 6.456 4.439 2.246
4 H -0.359 5.348 1.390
5 H -1.650 1.278 -0.509
6 N -7.894 -6.668 -0.455
7 H 3.144 -3.402 -0.500
8 C -9.082 -8.488 1.289
9 C 3.351 -2.487 0.082
10 C -3.385 1.567 0.884
11 H 3.839 4.967 -3.282
12 C 2.525 3.669 1.546
13 H 5.286 3.984 -3.493
14 C 4.319 4.037 -2.946
15 H -4.079 -6.205 -2.120
16 C 0.042 4.364 1.708
17 C -8.817 -7.191 1.698
18 H -9.543 -9.195 1.967
19 O 2.651 1.728 3.225
20 H 0.154 4.426 2.802
21 H -3.262 1.803 3.027
22 H 7.867 2.569 1.208
23 H 4.534 -1.376 2.145
24 C 6.231 4.081 1.224
25 H -8.938 -9.869 -0.357
26 N -3.365 -3.113 -3.249
27 H 2.554 2.768 -2.828
28 C -1.518 -1.277 0.191
29 H 5.345 3.165 -1.291
30 C 2.341 -1.380 -0.394
31 H 2.608 -0.442 0.135
32 C 0.513 6.153 -1.791
33 H -0.486 2.771 0.361
34 C 5.345 -1.768 1.497
35 C -0.979 3.261 1.226
36 H 4.036 1.820 -2.986
37 H 0.752 -1.862 1.077
38 C -0.216 -0.966 -0.625
39 N 3.555 4.127 -0.519
40 H -7.874 -8.175 -1.844
41 O 0.560 7.121 -2.435
42 H -1.342 -0.981 1.247
43 H -4.344 1.025 1.019
44 H 5.426 -2.849 -0.398
45 H 0.029 0.109 -0.535
46 C -2.793 -0.626 -0.413
47 H -8.004 -5.300 1.065
48 H -4.696 -1.590 -3.568
49 C 1.379 4.238 0.972
50 H 5.704 -2.698 1.971
51 C -2.686 0.939 -0.353
52 C -8.157 -7.923 -0.827
53 H -6.701 -2.885 -2.841
54 H -3.674 2.618 0.685
55 H 4.906 2.880 2.370
56 C -8.747 -8.866 0.000
57 C -4.605 -2.619 -3.236
58 H 2.318 3.268 4.899
59 C 3.706 3.646 0.712
60 H -1.885 3.792 0.901
61 C -2.604 1.425 2.221
62 C 4.843 -2.016 0.039
63 C 4.738 4.069 -1.448
64 C -4.260 -5.185 -2.432
65 H -2.195 -4.752 -2.869
66 H 5.997 4.983 0.636
67 C 7.530 3.460 0.651
68 H 3.313 2.726 -4.408
69 C -8.227 -6.325 0.791
70 C -3.214 -4.378 -2.849
71 C -1.219 2.154 2.288
72 Cl 5.376 1.434 0.607
73 H -9.063 -6.858 2.697
74 C -5.538 -4.651 -2.424
75 C 3.548 2.746 -3.329
76 H -3.258 1.295 -1.238
77 H 7.500 3.280 -0.438
78 H -1.134 2.647 3.280
79 C 1.404 4.728 -0.383
80 H -2.850 -0.921 -1.481
81 H -3.721 -0.987 0.067
82 C 0.921 -1.858 -0.018
83 C 4.995 3.081 1.289
84 H 8.333 4.212 0.804
85 H -0.428 1.381 2.261
86 H 5.407 4.932 -1.271
87 H -1.650 -2.380 0.209
88 H -6.384 -5.249 -2.103
89 H 3.055 -2.711 1.128
90 N 0.228 5.257 -0.955
91 N 2.509 4.663 -1.088
92 B 2.413 3.101 3.029
93 H -0.422 -1.202 -1.685
94 H -2.463 0.346 2.404
95 O 2.130 3.841 4.136
96 H 2.453 -1.235 -1.487
97 H 3.469 1.520 2.743
98 H 6.155 -1.015 1.451
99 H 0.718 -2.882 -0.395

Löwdin population analysis, charges in e, atoms 1 to 2:
1 C -0.0700
2 H 0.0618